Computed, not measured: a 2-piece molecular cluster, C4H9O3S2 overall in a non-equilibrium geometry, with ωB97M-V/def2-TZVPD.

Positions of all 18 atoms, in Å:
C (1.3333, 0.2963, 0.3072)
C (-1.0532, 0.3996, 0.9677)
C (-0.4969, -0.5323, -1.2571)
C (-0.0531, 0.6311, -0.2174)
O (2.5313, 2.8514, -3.0977)
O (2.5760, 0.3968, -3.1269)
O (-0.1154, 1.8671, -0.6891)
S (0.6540, 1.7194, -4.8572)
S (1.8120, 1.6207, -3.2853)
H (1.5543, -0.5581, 0.9267)
H (2.0788, 0.2276, -0.4069)
H (1.8115, 1.1229, 0.7735)
H (-1.1875, 1.3903, 1.3140)
H (-0.5441, -0.2591, 1.8197)
H (-1.9561, -0.0724, 0.7691)
H (-1.3685, -0.1599, -1.6649)
H (0.1645, -0.6002, -1.9885)
H (-0.4590, -1.4768, -0.5595)

As for the total energy: -1179.810150 a.u. The molecular weight comes out at 169.247 g/mol. The calculation puts the HOMO-LUMO gap (alpha / beta) at 5.08 / 5.08 eV. The value obtained for the HOMO energy (alpha / beta) is -3.91 / -3.91 eV. The total charge is -1. Its relative energy (zero: lowest compared OMol25 entry of this formula, charge and spin) is 110.8 kcal per mole.